Below is a molecular structure, C50H51BrFN4O5P2PbSeSi at a distorted geometry, with properties calculated with ωB97M-V/def2-TZVPD.

E_LUMO = 2.21 eV
ΔE to the lowest compared entry with this formula, charge and spin = 0.0 kJ/mol
Energy = -238685.479 eV
Charge = -1
Highest occupied orbital energy = -5.46 eV
Gap between HOMO and LUMO = 7.67 eV
Multiplicity = 1

```
117
Properties=species:S:1:pos:R:3:forces:R:3:lowdin_charge:R:1
Pb -8.028 -11.743 17.512 -0.941 0.486 0.120 1.13
C -7.731 -6.798 17.480 0.117 -1.186 0.083 -0.34
N -8.381 -6.670 18.754 0.394 0.131 1.046 -0.16
C -8.835 -7.902 19.448 -0.148 1.089 0.512 -0.32
P -7.717 -9.361 19.651 0.480 -0.904 0.079 1.01
C -8.424 -10.131 21.238 0.496 1.693 -0.282 -0.32
C -7.985 -9.670 22.494 0.791 -0.869 0.242 -0.09
C -8.435 -10.295 23.668 0.955 0.544 1.115 -0.11
C -9.369 -11.296 23.577 -0.408 0.457 -0.213 -0.12
C -9.949 -11.569 22.339 -0.314 -1.217 0.898 -0.08
C -9.469 -11.044 21.157 -0.496 0.116 -0.401 -0.09
C -6.166 -8.582 20.183 1.294 0.715 1.002 -0.36
C -4.950 -9.072 19.632 -1.174 1.299 1.649 -0.09
C -3.731 -8.532 20.018 0.625 -0.495 -1.459 -0.09
C -3.684 -7.407 20.807 0.685 0.336 -0.286 -0.11
C -4.852 -6.860 21.301 -0.011 0.871 0.968 -0.10
C -6.067 -7.484 21.086 -0.277 -0.338 -0.928 -0.12
C -8.012 -5.522 19.509 -1.013 0.085 -0.972 -0.27
C -6.883 -4.755 19.227 1.897 -1.438 -0.987 -0.06
C -6.638 -3.547 19.824 -0.136 0.878 0.148 -0.11
C -7.586 -3.022 20.694 -0.426 0.512 1.007 -0.12
C -8.748 -3.743 21.027 -0.764 -1.214 -0.918 -0.07
C -8.975 -4.969 20.344 -0.205 0.536 1.085 -0.04
P -8.813 -7.823 16.348 0.321 -0.189 0.154 1.11
C -7.934 -7.643 14.780 0.944 0.395 -0.675 -0.37
C -6.515 -7.607 14.717 -1.141 -0.944 0.316 -0.12
C -5.834 -7.829 13.530 0.336 0.362 0.910 -0.11
C -6.520 -7.886 12.346 -0.725 -0.251 -0.163 -0.10
C -7.917 -7.822 12.379 -0.148 -0.063 -0.417 -0.11
C -8.635 -7.738 13.559 1.543 0.250 0.432 -0.12
C -10.235 -6.689 16.120 -0.109 -0.045 0.336 -0.36
C -11.483 -7.197 16.527 -0.245 0.324 -0.694 -0.10
C -12.617 -6.409 16.470 -1.361 0.670 -0.102 -0.10
C -12.514 -5.088 16.025 -0.766 0.067 -0.193 -0.11
C -11.291 -4.581 15.620 0.592 0.264 0.477 -0.09
C -10.126 -5.367 15.675 -1.994 -0.396 0.717 -0.07
H -6.729 -7.210 17.595 0.191 -0.844 -0.158 0.08
H -7.487 -5.851 17.067 -0.436 1.207 -0.457 0.07
H -9.666 -8.326 18.905 -0.468 -0.121 0.002 0.04
H -9.145 -7.647 20.480 -0.067 0.160 -0.652 0.09
H -7.130 -8.991 22.556 -0.558 -0.097 0.001 0.08
H -8.052 -10.073 24.723 -0.261 0.054 -1.828 0.12
H -9.672 -11.776 24.501 -0.269 -0.184 -0.254 0.10
H -10.750 -12.301 22.382 -0.013 0.044 -0.558 0.11
H -9.945 -11.267 20.187 0.427 0.008 0.583 0.09
H -5.028 -9.821 18.910 0.119 -1.280 -1.111 0.04
H -2.799 -8.885 19.515 -0.844 0.149 0.627 0.12
H -2.709 -6.926 20.897 -0.349 0.052 0.390 0.10
H -4.830 -5.910 21.878 0.024 -0.806 -0.372 0.12
H -6.947 -7.034 21.548 0.085 -0.223 -0.251 0.10
H -6.071 -5.167 18.567 -1.037 0.358 0.635 0.13
H -5.728 -2.956 19.591 -0.726 -0.586 0.149 0.11
H -7.382 -2.032 21.107 -0.245 -0.279 0.115 0.09
H -9.609 -3.459 21.689 1.353 0.382 -0.607 0.11
H -9.938 -5.506 20.420 0.617 0.425 0.215 0.12
H -5.910 -7.663 15.613 -0.240 0.201 0.155 0.08
H -4.767 -7.991 13.663 -0.067 0.128 -0.600 0.11
H -6.011 -8.057 11.420 0.187 0.000 -0.415 0.09
H -8.498 -7.886 11.462 0.247 0.043 -0.073 0.10
H -9.697 -7.738 13.508 -0.757 -0.035 0.202 0.09
H -11.655 -8.228 16.772 0.585 -0.433 0.361 0.09
H -13.644 -6.780 16.738 1.329 0.150 -0.185 0.12
H -13.414 -4.437 15.945 0.768 -0.621 0.221 0.11
H -11.251 -3.512 15.413 0.227 -0.282 -0.330 0.10
H -9.184 -4.940 15.471 0.994 0.350 -0.415 0.09
C -7.902 -14.556 14.652 0.276 -0.099 1.342 -0.15
Si -9.229 -15.795 15.036 0.575 -1.287 -0.411 0.55
C -10.870 -15.305 14.407 -0.298 0.149 -0.689 -0.15
C -8.640 -17.306 14.038 0.265 0.791 0.265 -0.16
N -9.515 -16.267 16.761 -0.060 0.896 -0.639 -0.13
C -9.297 -17.477 17.346 1.787 -2.235 -0.023 -0.19
C -10.287 -18.282 17.908 1.299 -0.366 0.264 0.00
C -9.918 -19.521 18.456 -1.373 -0.566 0.161 -0.10
C -8.647 -20.043 18.382 -0.080 -0.775 0.365 -0.12
C -7.652 -19.267 17.808 1.381 -0.859 -0.404 -0.04
C -7.952 -18.044 17.314 -2.065 1.216 -0.109 -0.27
O -6.950 -17.285 16.785 1.064 1.290 -0.501 -0.01
C -6.559 -16.221 17.615 -0.009 -0.223 -0.311 -0.20
C -6.849 -16.333 18.958 1.040 3.155 0.877 0.00
C -6.643 -15.191 19.769 -0.016 -0.122 0.771 -0.05
C -6.156 -14.001 19.254 -0.284 -1.530 -0.125 -0.14
C -5.811 -13.973 17.920 0.235 -0.495 -0.159 -0.19
C -5.940 -15.066 17.077 -1.347 -0.946 1.231 0.01
H -8.134 -13.901 13.860 -0.534 0.482 -1.386 0.02
H -6.962 -15.059 14.439 0.004 0.023 -0.102 0.04
H -7.750 -13.858 15.467 0.185 -0.078 0.348 -0.01
H -10.720 -14.851 13.423 -0.066 -0.129 -0.139 0.04
H -11.285 -14.542 15.037 -0.441 0.359 0.279 0.01
H -11.566 -16.149 14.320 0.163 0.249 0.112 0.05
H -7.616 -17.531 14.358 -0.303 -0.441 0.037 0.03
H -8.548 -16.983 13.002 -0.039 0.252 -0.210 0.03
H -9.308 -18.153 14.016 -0.014 -0.444 0.340 0.03
H -11.295 -17.948 17.917 -0.590 0.200 0.132 0.10
H -10.719 -20.158 18.899 0.648 0.623 -0.347 0.11
H -8.454 -21.063 18.751 -0.002 0.667 -0.161 0.10
H -6.590 -19.591 17.658 -1.114 0.155 0.412 0.14
H -7.228 -17.162 19.454 -0.727 -1.537 0.285 0.10
H -6.861 -15.179 20.860 -0.048 -0.463 -0.966 0.12
H -6.058 -13.148 19.881 0.109 0.640 0.355 0.09
H -5.489 -13.047 17.538 0.712 0.825 -0.753 -0.03
H -5.814 -14.984 16.024 0.453 0.018 -0.399 0.09
Br -5.562 -10.937 15.909 -0.147 0.193 -0.036 -0.21
F -9.714 -10.439 18.216 0.012 -0.446 -0.179 -0.65
O -10.331 -14.623 19.557 0.271 -0.284 0.509 -0.42
Se -10.857 -14.335 18.082 2.156 -0.976 -0.522 0.85
O -10.822 -15.844 17.047 -0.636 0.320 0.913 -0.34
O -9.805 -13.485 17.181 0.256 0.521 -0.177 -0.61
O -12.360 -13.968 17.917 -2.456 0.744 -0.309 -0.41
N -9.710 -10.836 13.278 -0.990 -1.144 1.299 0.08
C -10.937 -11.020 13.947 1.023 0.868 -0.843 -0.08
C -10.629 -11.289 15.232 -0.820 0.108 1.337 -0.14
N -9.246 -11.300 15.395 -0.685 -0.695 -1.085 -0.05
C -8.756 -11.126 14.180 -0.653 1.045 0.837 -0.23
H -9.595 -10.556 12.329 0.237 -0.021 -0.339 0.14
H -11.836 -10.777 13.428 -0.501 -0.182 0.030 0.10
H -11.371 -11.425 16.062 1.255 0.044 -0.819 0.13
H -7.729 -11.069 13.993 1.411 0.056 -0.348 0.06
```
Forces are in eV/Å.


Below is a molecular structure, C50H52F9MgN6O4PS2, with properties calculated with ωB97M-V/def2-TZVPD.

E_LUMO (spin up / spin down) = -7.20 / -6.13 eV
ΔE to the lowest compared entry with this formula, charge and spin = 637.9 kJ/mol
Energy = -130670.920 eV
Charge = +2
Highest occupied orbital energy (spin up / spin down) = -12.61 / -13.76 eV
Gap between HOMO and LUMO (spin up / spin down) = 5.40 / 7.63 eV
Multiplicity = 1

```
125
Properties=species:S:1:pos:R:3:forces:R:3:lowdin_charge:R:1
Mg 0.734 -0.416 0.602 -0.127 -0.323 0.041 0.65
C -2.173 -0.365 4.592 0.039 0.006 -0.052 -0.01
C -1.605 -1.066 3.378 -0.030 0.078 0.006 -0.17
C -2.433 -1.483 2.321 -0.020 0.076 -0.002 -0.16
C -3.911 -1.162 2.358 0.077 -0.043 0.017 -0.02
C -1.890 -2.196 1.244 -0.013 0.027 -0.062 -0.18
C -2.758 -2.713 0.120 0.004 -0.013 0.086 -0.01
C -0.526 -2.547 1.258 0.030 -0.366 -0.112 -0.23
C -0.004 -3.540 0.230 -0.078 0.054 0.135 -0.04
C 0.298 -2.144 2.329 0.048 -0.292 0.018 -0.24
C 1.654 -2.805 2.529 -0.055 0.115 -0.063 -0.01
C -0.232 -1.327 3.344 0.075 0.117 0.027 -0.19
C 0.678 -0.783 4.422 -0.097 -0.029 -0.015 -0.03
H -2.088 0.727 4.518 -0.015 -0.068 -0.016 0.09
H -1.640 -0.664 5.493 -0.002 0.016 -0.025 0.09
H -3.220 -0.607 4.750 0.016 0.005 0.000 0.08
H -4.485 -2.009 2.747 0.015 0.053 -0.009 0.11
H -4.301 -0.945 1.367 0.011 -0.019 -0.019 0.05
H -4.129 -0.300 2.983 0.017 -0.012 -0.011 0.07
H -2.258 -2.657 -0.847 0.006 0.001 0.012 0.07
H -3.699 -2.180 0.031 0.008 -0.017 0.008 0.07
H -3.004 -3.767 0.286 0.018 0.033 -0.016 0.11
H -0.368 -4.545 0.466 0.016 0.023 0.011 0.12
H 1.083 -3.586 0.204 -0.013 0.013 -0.010 0.06
H -0.350 -3.315 -0.776 -0.023 0.022 -0.027 0.05
H 2.467 -2.342 1.966 -0.025 -0.011 0.003 0.05
H 1.605 -3.852 2.233 0.008 0.007 0.014 0.10
H 1.940 -2.782 3.576 0.019 0.023 0.008 0.09
H 0.690 -1.426 5.307 0.002 0.010 -0.026 0.11
H 0.347 0.203 4.752 0.013 -0.025 -0.012 0.08
H 1.703 -0.689 4.065 -0.011 0.012 0.000 0.08
C 0.037 5.564 2.715 0.190 0.138 0.136 0.01
N 0.951 4.446 2.451 -0.142 0.312 0.206 -0.08
C 1.770 3.849 3.402 -0.209 0.145 -0.013 0.01
C 2.438 2.857 2.786 0.063 -0.103 -0.103 0.00
N 2.036 2.868 1.458 0.181 -0.225 -0.277 0.03
C 1.124 3.839 1.276 0.049 -0.126 0.121 -0.64
S 0.297 4.149 -0.200 0.067 -0.004 -0.027 0.91
C 2.511 1.956 0.376 0.083 -0.323 -0.002 -0.39
C 4.379 1.548 -1.299 -0.027 0.132 0.057 -0.01
C 3.769 0.744 -2.160 -0.075 -0.023 -0.009 -0.08
C 2.301 0.565 -2.424 0.108 -0.286 0.299 -0.32
C 1.358 1.498 -1.750 -0.069 0.045 0.202 -0.17
N 1.409 2.004 -0.589 0.133 0.473 -0.086 -0.01
H 0.586 6.371 3.190 0.097 0.028 -0.063 0.11
H -0.770 5.233 3.363 0.262 0.227 -0.102 0.07
H -0.374 5.919 1.775 0.013 -0.011 -0.056 0.08
H 1.800 4.188 4.425 -0.026 0.002 -0.129 0.15
H 3.159 2.152 3.166 -0.066 0.049 -0.088 0.13
H 5.464 1.522 -1.299 -0.034 0.029 -0.009 0.13
H 4.400 0.130 -2.791 -0.018 0.009 0.017 0.11
H 2.126 0.601 -3.499 -0.026 0.020 -0.086 0.12
H 0.431 1.717 -2.289 0.117 0.046 0.024 0.12
C -9.163 1.950 -1.417 0.034 -0.052 0.002 -0.10
C -7.996 1.338 -0.641 -0.044 0.073 -0.034 -0.29
S -6.507 2.219 -1.033 -0.130 0.073 -0.177 0.64
O -5.933 1.657 -2.236 0.011 0.098 0.095 -0.32
O -6.739 3.636 -0.939 0.121 -0.115 0.001 -0.28
C -5.359 1.785 0.273 0.102 0.035 -0.058 -0.21
C -4.079 2.552 -0.058 0.001 -0.140 0.126 -0.12
N -2.868 1.955 0.534 -0.288 0.160 0.057 0.08
C -2.090 1.060 -0.095 0.178 -0.001 -0.106 -0.29
N -0.990 0.812 0.613 0.145 -0.039 0.430 0.07
C -1.064 1.585 1.746 0.258 -0.117 -0.169 -0.05
C -2.213 2.292 1.698 -0.273 -0.099 0.190 -0.14
N -2.722 3.184 2.701 -0.136 0.637 -0.572 -0.29
O -1.895 3.681 3.446 -0.435 -0.816 0.234 0.07
O -3.908 3.445 2.679 0.196 -0.244 0.146 0.13
C -2.404 0.498 -1.437 -0.035 0.004 0.081 0.04
H -10.060 1.360 -1.237 0.008 -0.005 0.011 0.09
H -8.965 1.952 -2.489 0.005 -0.030 0.050 0.09
H -9.348 2.974 -1.098 0.026 -0.032 0.008 0.08
H -7.800 0.303 -0.924 -0.070 0.006 0.072 0.11
H -8.128 1.416 0.441 -0.077 -0.014 -0.073 0.11
H -5.230 0.704 0.202 0.083 0.045 0.088 0.09
H -5.764 2.068 1.244 0.012 -0.035 -0.022 0.11
H -4.166 3.576 0.279 0.043 0.110 0.043 0.13
H -3.922 2.565 -1.134 0.013 -0.006 -0.066 0.12
H -0.305 1.601 2.518 -0.092 -0.071 -0.068 0.13
H -2.191 1.230 -2.222 0.010 -0.023 0.034 0.10
H -3.459 0.237 -1.534 0.023 -0.009 0.013 0.10
H -1.803 -0.391 -1.613 0.024 0.007 -0.013 0.07
F 6.503 -5.401 -3.796 0.045 -0.039 0.023 0.16
C 6.410 -4.941 -2.545 -0.043 0.044 -0.014 -0.59
F 6.259 -5.988 -1.722 0.033 0.015 -0.039 0.16
F 7.569 -4.345 -2.236 0.055 -0.005 0.010 0.17
C 5.259 -3.974 -2.398 -0.082 -0.041 -0.001 -0.09
C 4.700 -3.373 -3.518 0.042 0.028 -0.074 0.03
C 3.626 -2.510 -3.372 0.034 0.014 -0.109 -0.06
C 3.119 -2.242 -2.103 -0.120 -0.077 0.213 -0.38
C 3.699 -2.836 -0.986 0.073 -0.008 0.034 -0.07
C 4.770 -3.705 -1.130 -0.019 0.067 0.054 0.02
P 1.681 -1.172 -1.860 -0.050 0.336 -0.268 1.12
C 0.551 -1.677 -3.207 0.010 0.002 0.065 -0.36
C -0.192 -0.754 -3.943 0.027 0.051 -0.020 -0.09
C -1.096 -1.179 -4.903 0.002 0.093 0.022 0.01
C -1.273 -2.535 -5.126 0.065 -0.063 0.013 -0.10
C -0.553 -3.468 -4.396 0.004 0.019 0.062 0.02
C 0.356 -3.040 -3.438 -0.020 -0.029 0.000 -0.08
C -2.233 -2.966 -6.207 0.019 -0.004 0.058 -0.60
F -1.764 -2.623 -7.414 -0.039 -0.016 -0.019 0.17
F -3.422 -2.364 -6.048 -0.024 -0.014 -0.032 0.16
F -2.432 -4.286 -6.196 -0.031 0.000 -0.030 0.16
C 2.614 0.539 0.943 -0.008 0.244 -0.348 -0.09
C 3.782 2.541 -0.311 -0.122 -0.111 0.114 -0.17
C 4.800 2.960 0.706 -0.066 0.042 -0.107 0.03
C 5.399 2.081 1.541 -0.005 -0.061 0.048 -0.14
C 5.047 0.718 1.714 -0.143 -0.096 -0.077 0.03
C 3.823 0.066 1.395 0.018 0.261 0.304 -0.13
C 6.549 2.634 2.365 0.019 0.017 0.055 -0.59
F 6.141 3.710 3.069 0.005 -0.047 -0.012 0.14
F 7.028 1.741 3.238 -0.008 0.027 -0.016 0.15
F 7.564 3.032 1.588 -0.038 -0.029 0.010 0.17
H 5.098 -3.586 -4.501 -0.034 -0.013 0.036 0.13
H 3.184 -2.057 -4.253 -0.009 -0.037 0.038 0.13
H 3.313 -2.619 0.003 0.013 -0.020 -0.039 0.07
H 5.218 -4.178 -0.265 -0.041 0.005 -0.032 0.14
H -0.065 0.312 -3.791 -0.006 -0.049 -0.045 0.09
H -1.660 -0.459 -5.483 0.034 -0.010 0.021 0.14
H -0.700 -4.525 -4.575 0.031 0.021 -0.007 0.13
H 0.925 -3.778 -2.883 -0.012 0.036 -0.043 0.12
H 3.449 3.424 -0.864 0.053 0.051 0.035 0.15
H 5.096 4.003 0.743 0.018 -0.049 -0.100 0.14
H 5.758 0.116 2.264 0.018 -0.026 -0.044 0.12
H 3.842 -0.977 1.700 0.008 0.045 0.015 0.07
```
Forces are in eV/Å.